# 1
Formula: CH3Cl2OP
Source: the Open Molecules 2025 dataset
Level of theory: ωB97M-V with the def2-TZVPD basis set

Calculated values
E ... -37468.1259 eV
LUMO level ... -0.324 eV
SMILES string ... CP(=O)(Cl)Cl
Net charge ... 0
ΔE to the lowest compared entry with this formula, charge and spin ... 21.28 kcal per mole
Kohn-Sham gap ... 0.3927 Eh
Multiplicity ... 1

The geometry in XYZ format:
```
8
CH3Cl2OP (ωB97M-V with the def2-TZVPD basis set)
Cl 2.87326 1.84066 0.03026
Cl 2.81438 -1.50248 -0.83944
P 1.94290 -0.21152 0.39256
O 2.36995 -0.54605 1.74176
C 0.08383 -0.07790 0.04301
H -0.12012 -0.37835 -1.06262
H 0.01238 1.00706 -0.02802
H -0.19268 -0.46110 0.98821
```

---

# 2
Formula: C11H12CoNO5S5Sb
Source: the Open Molecules 2025 dataset
Level of theory: ωB97M-V with the def2-TZVPD basis set

Calculated values
E ... -121671.2152 eV
LUMO level (spin up / spin down) ... 3.521 / 3.519 eV
Net charge ... -2
Kohn-Sham gap (spin up / spin down) ... 0.1792 / 0.1793 Eh
Multiplicity ... 4

The geometry in XYZ format:
```
36
C11H12CoNO5S5Sb (ωB97M-V with the def2-TZVPD basis set)
Sb 0.34613 -2.71091 -1.97786
Co -0.00751 -0.15265 -0.03558
S 1.75781 -1.41367 -0.49653
S -0.25574 -4.75501 -1.13330
S -1.31027 -0.96629 -1.68152
S 1.18481 -2.79277 -4.10977
S 1.55957 1.45996 1.10531
O -5.59597 -0.49730 5.46686
O -5.81894 1.37959 4.39263
O 1.83247 2.78063 0.52552
O -1.14179 1.36572 0.26436
O -0.67792 -0.87392 1.74382
N -5.24200 0.29275 4.57219
C -1.79255 -0.61911 2.29392
C -2.20337 1.41931 0.93753
C 3.20372 0.87634 1.74710
C -4.15090 -0.03531 3.76500
C -2.33546 -1.52871 3.25451
C 1.01694 1.82904 2.81828
C 3.33932 1.32239 3.19687
C -3.72674 0.82479 2.75693
C -3.45087 -1.23816 3.97953
C 2.27400 2.38954 3.43968
C -2.57080 0.56881 2.01432
H 0.69745 0.89214 3.26582
H -1.80546 -2.45737 3.40515
H -4.29658 1.71746 2.55437
H -3.81952 -1.91254 4.73722
H 3.21874 -0.20288 1.62572
H -2.94882 2.17064 0.63396
H 4.34367 1.69715 3.40186
H 2.15951 2.62414 4.50016
H 0.18752 2.52677 2.76629
H 3.14711 0.47927 3.86246
H 3.93985 1.31665 1.08127
H 2.53250 3.30601 2.90255
```

---

# 3
Formula: C23H28N2O2S
Source: the Open Molecules 2025 dataset
Level of theory: ωB97M-V with the def2-TZVPD basis set

Calculated values
E ... -42200.7452 eV
LUMO level ... 0.296 eV
SMILES string ... Cc1ccc(SCCC(=O)Nc2ccccc2C(=O)NC2CCCCC2)cc1
Net charge ... 0
ΔE to the lowest compared entry with this formula, charge and spin ... 397.09 kcal per mole
Kohn-Sham gap ... 0.2883 Eh
Multiplicity ... 1

The geometry in XYZ format:
```
56
C23H28N2O2S (ωB97M-V with the def2-TZVPD basis set)
S 1.47628 -3.00617 0.77027
O 4.24145 -1.01300 -1.54981
O -0.67897 -0.72848 -1.90975
N -1.79071 0.65756 -0.43874
N 1.95072 -0.77578 -1.82513
C 2.69151 2.75748 -1.10784
C 3.58881 0.55090 1.69220
C 0.33167 2.53183 -0.98103
C -4.14319 0.63337 -0.70347
C 3.24552 -0.88415 1.32885
C -3.07308 -0.83248 0.68535
C 2.71427 2.74792 2.50371
C -2.88589 -0.11495 -0.57137
C 1.74805 0.56959 -1.35344
C 2.54403 1.32228 2.01125
C 3.10729 -1.70187 -1.77997
C 0.78065 -0.54098 1.62130
C 2.94879 1.29956 -1.35537
C 0.47244 1.11038 -1.38433
C 0.99995 0.72098 2.11645
C 2.74925 -3.36689 -0.24663
C -5.43196 0.20743 -0.69776
C 2.67326 -2.91508 -1.79112
C -5.66392 -0.78820 0.74084
C 1.91107 -1.48610 1.10074
C -0.77825 0.30274 -1.17364
C -4.36971 -1.74677 0.84089
C 1.55603 3.43736 -1.11104
H -6.49295 -1.30736 0.46485
H 1.14146 -1.33538 -1.78465
H -5.55852 0.13720 1.51655
H -2.99877 -0.22303 1.61075
H -4.18361 1.50129 -1.54295
H 2.74007 2.92358 3.71600
H 4.63836 0.86973 1.67418
H 4.05314 -1.45141 1.08995
H 1.25722 4.24913 -0.87472
H 4.05860 0.99042 -1.54409
H -0.72920 2.86222 -0.98734
H -4.44387 -2.55603 -0.07245
H 3.68558 3.00024 2.12301
H 1.93778 -3.35361 -2.10404
H -4.51416 -2.32976 1.70967
H 0.24369 1.52475 2.07043
H 1.99704 3.34139 2.17252
H 3.58359 -3.42232 -2.36999
H 3.48100 3.52726 -1.21535
H -3.08144 -0.75606 -1.17134
H -2.28108 -1.66939 0.67363
H -4.05265 1.46042 0.28265
H -6.32403 0.78510 -0.73723
H -5.51047 -0.61710 -1.25070
H -1.64692 1.57457 -0.24423
H 2.68997 -4.59810 -0.32688
H -0.22948 -0.79885 1.41779
H 3.62426 -3.27741 0.27255
```

---

Copy entry 2 word for word.
Formula: C11H12CoNO5S5Sb
Source: the Open Molecules 2025 dataset
Level of theory: ωB97M-V with the def2-TZVPD basis set

Calculated values
E ... -121671.2152 eV
LUMO level (spin up / spin down) ... 3.521 / 3.519 eV
Net charge ... -2
Kohn-Sham gap (spin up / spin down) ... 0.1792 / 0.1793 Eh
Multiplicity ... 4

The geometry in XYZ format:
```
36
C11H12CoNO5S5Sb (ωB97M-V with the def2-TZVPD basis set)
Sb 0.34613 -2.71091 -1.97786
Co -0.00751 -0.15265 -0.03558
S 1.75781 -1.41367 -0.49653
S -0.25574 -4.75501 -1.13330
S -1.31027 -0.96629 -1.68152
S 1.18481 -2.79277 -4.10977
S 1.55957 1.45996 1.10531
O -5.59597 -0.49730 5.46686
O -5.81894 1.37959 4.39263
O 1.83247 2.78063 0.52552
O -1.14179 1.36572 0.26436
O -0.67792 -0.87392 1.74382
N -5.24200 0.29275 4.57219
C -1.79255 -0.61911 2.29392
C -2.20337 1.41931 0.93753
C 3.20372 0.87634 1.74710
C -4.15090 -0.03531 3.76500
C -2.33546 -1.52871 3.25451
C 1.01694 1.82904 2.81828
C 3.33932 1.32239 3.19687
C -3.72674 0.82479 2.75693
C -3.45087 -1.23816 3.97953
C 2.27400 2.38954 3.43968
C -2.57080 0.56881 2.01432
H 0.69745 0.89214 3.26582
H -1.80546 -2.45737 3.40515
H -4.29658 1.71746 2.55437
H -3.81952 -1.91254 4.73722
H 3.21874 -0.20288 1.62572
H -2.94882 2.17064 0.63396
H 4.34367 1.69715 3.40186
H 2.15951 2.62414 4.50016
H 0.18752 2.52677 2.76629
H 3.14711 0.47927 3.86246
H 3.93985 1.31665 1.08127
H 2.53250 3.30601 2.90255
```

---

- Among the records above, which one has the highest E?
  CH3Cl2OP